C63H93F9IN11O2S | wB97M-V/def2-TZVPD

Results
**HOMO level**: -8.1 eV
**Gap between HOMO and LUMO**: 7.60 eV
**E**: -130714.5632 eV
**LUMO level**: -0.5144 eV
**Strongest force on any atom**: 4.692 eV/A

```
180
C63H93F9IN11O2S (wB97M-V/def2-TZVPD)
O 1.31917 1.82649 1.37702
C 1.34367 1.13843 2.31618
I 2.88507 1.26848 3.83844
C 0.19786 0.13363 2.64056
C -1.17159 0.66660 2.28746
C -2.26929 -0.15473 1.75816
C -2.27536 -1.65135 1.52346
C -2.25727 -2.18288 0.09544
O -2.48912 -3.61861 0.24001
C -3.88241 -3.76664 0.38994
C -4.36079 -5.15332 0.87483
F -5.43124 -4.89545 1.64090
F -3.47052 -5.70406 1.66311
C -4.89648 -6.16530 -0.16595
F -5.41456 -7.17300 0.52017
F -5.89413 -5.61126 -0.82993
C -3.93934 -6.81078 -1.14367
F -4.60322 -7.81612 -1.70663
F -2.91223 -7.35096 -0.54046
C -3.48341 -5.89824 -2.29393
F -3.80674 -6.40558 -3.46849
F -2.18848 -5.82772 -2.22243
C -3.39887 0.44613 1.49614
C -4.61205 -0.26107 0.92471
C -4.95233 0.34586 -0.42785
C -4.42718 -0.46687 -1.59993
C -3.11498 0.11512 -2.03519
C -2.37104 -0.81313 -2.95629
C -0.96306 -0.31989 -3.10107
C -0.05229 -0.90262 -2.03293
C 1.39119 -0.97199 -2.42096
C 2.16933 -2.05672 -1.66530
C 1.76417 -2.26567 -0.18206
C 2.74195 -3.25573 0.48809
C 2.10869 -4.47136 1.22049
N 1.84105 -4.39844 2.65523
C 0.59097 -4.56489 3.08310
C 0.55023 -4.46899 4.41936
C 1.87618 -4.22754 4.77143
C 2.65368 -4.20738 3.69373
C -3.56640 1.79835 1.73704
N -4.63454 2.47553 1.54246
S -4.36975 3.97224 1.97206
N -2.84812 3.82841 2.43976
C -2.52449 2.60285 2.26685
C -1.33500 1.91780 2.52869
F -0.33150 2.59573 3.04534
H 0.42988 -0.79231 2.13933
H 0.24367 -0.08963 3.68339
H -1.46853 -2.12331 2.06461
H -3.18917 -1.99671 1.98328
H -1.28237 -2.06217 -0.34493
H -3.04707 -1.78753 -0.51825
H -4.27209 -3.09899 1.14831
H -4.44947 -3.54683 -0.51579
H -3.89271 -4.89830 -2.26093
H -4.45245 -1.32213 0.90156
H -5.42834 -0.00582 1.58454
H -4.59088 1.35353 -0.55259
H -6.02727 0.40494 -0.52641
H -5.12836 -0.41825 -2.42314
H -4.37497 -1.51147 -1.30365
H -3.35675 1.02142 -2.56939
H -2.48744 0.38559 -1.19053
H -2.38225 -1.85664 -2.64888
H -2.85089 -0.76247 -3.92700
H -0.58138 -0.65378 -4.05990
H -0.90272 0.75834 -3.14516
H -0.13928 -0.40028 -1.07666
H -0.40181 -1.91643 -1.85458
H 1.53047 -1.11894 -3.47226
H 1.86664 -0.06014 -2.15533
H 2.07653 -3.01934 -2.15306
H 3.22221 -1.80624 -1.67157
H 0.77119 -2.67640 -0.15894
H 1.76226 -1.35582 0.39795
H 3.37785 -3.70528 -0.26684
H 3.38094 -2.67683 1.14044
H 1.17287 -4.66105 0.73178
H 2.72021 -5.35022 1.05652
H -0.20365 -4.76704 2.40372
H -0.29363 -4.56668 5.08915
H 2.19381 -4.11204 5.78176
H 3.70397 -4.08155 3.60976
C -6.30223 1.36970 -5.09934
C -6.75663 2.77576 -4.72285
C -5.59818 3.77763 -4.66181
C -4.62161 3.36758 -3.65805
N -3.85553 3.03593 -2.87968
H -5.61692 0.95888 -4.35640
H -7.15759 0.69715 -5.15994
H -5.79950 1.36550 -6.06761
H -7.26331 2.74156 -3.75681
H -7.48650 3.12465 -5.45485
H -5.96800 4.76932 -4.40337
H -5.09893 3.84484 -5.62872
C -0.31933 5.03199 5.15516
C -1.52464 5.90935 4.93037
C -1.68903 7.05327 5.93791
C -1.82730 6.51021 7.29402
N -1.92575 6.07390 8.34422
H -0.36597 4.50855 6.11212
H -0.31128 4.28962 4.36490
H 0.61667 5.59383 5.12462
H -2.40481 5.26523 4.95299
H -1.45715 6.33623 3.92881
H -2.57614 7.64035 5.69964
H -0.82590 7.71905 5.90711
C 1.61753 -3.78155 -7.01035
C 3.03139 -4.28545 -6.73818
C 3.44630 -4.12960 -5.27284
C 3.42156 -2.72349 -4.87750
N 3.39717 -1.62575 -4.56500
H 1.52643 -2.71270 -6.80908
H 1.35436 -3.93863 -8.05598
H 0.88676 -4.30949 -6.39429
H 3.73203 -3.74687 -7.37667
H 3.09608 -5.33700 -7.01158
H 4.45523 -4.51488 -5.12392
H 2.77147 -4.68885 -4.62301
C 7.25328 4.13639 -3.24833
C 8.02356 5.14161 -4.09697
C 7.15997 6.31907 -4.56756
C 6.04897 5.85042 -5.39504
N 5.18342 5.48641 -6.04388
H 6.44327 3.67480 -3.81163
H 7.91070 3.33660 -2.91499
H 6.82727 4.61412 -2.36393
H 8.44488 4.62886 -4.96350
H 8.86180 5.53045 -3.51571
H 7.75796 7.01490 -5.15586
H 6.75512 6.86069 -3.71224
C -3.87914 -7.13869 6.09673
C -4.38947 -5.72776 6.36827
C -3.42014 -4.64227 5.88847
C -2.13166 -4.76228 6.57483
N -1.16142 -4.87646 7.16347
H -2.95125 -7.33849 6.63339
H -4.60995 -7.87664 6.42540
H -3.69858 -7.29296 5.03110
H -4.56925 -5.61161 7.43791
H -5.34836 -5.58993 5.86557
H -3.83119 -3.65334 6.08906
H -3.25508 -4.72869 4.81470
C -4.52793 10.13315 7.65084
C -3.17843 10.84089 7.68806
C -3.08434 11.99718 6.68717
C -3.26243 11.50467 5.32277
N -3.39460 11.11321 4.25891
H -4.71461 9.67307 6.67953
H -4.55787 9.33925 8.39636
H -5.34205 10.82830 7.86263
H -2.39010 10.11315 7.48715
H -3.00775 11.22619 8.69408
H -2.11104 12.48151 6.75825
H -3.84929 12.74591 6.89394
C 6.98248 -2.41607 -8.67279
C 7.54876 -3.01115 -7.38863
C 7.80943 -4.51912 -7.49385
C 6.56734 -5.23476 -7.77517
N 5.59695 -5.79362 -7.99590
H 6.01199 -2.84824 -8.92014
H 6.84098 -1.34168 -8.56296
H 7.65687 -2.58435 -9.51413
H 6.85578 -2.81480 -6.56824
H 8.48529 -2.50862 -7.14346
H 8.22469 -4.89669 -6.56001
H 8.52331 -4.73023 -8.29028
C 8.55256 2.81834 2.20495
C 7.05966 2.69254 2.48907
C 6.41062 1.50991 1.76152
C 6.57612 1.68962 0.34011
N 6.75589 1.86343 -0.76740
H 8.74368 3.00499 1.14752
H 8.97722 3.65175 2.76412
H 9.08511 1.91068 2.49459
H 6.56109 3.61852 2.19876
H 6.90851 2.57044 3.56269
H 5.35067 1.46466 2.02557
H 6.87553 0.57037 2.06364
```

Results of the Löwdin charge analysis, in e, for atoms 1 through 4: 0.0646, -0.8237, 0.8361, -0.1008

***

C5H12N2 | wB97M-V/def2-TZVPD

Results
**HOMO level**: -18.6 eV
**Charge**: +2
**Energy relative to the best compared isomer or geometry (same formula, charge and spin)**: 52.1 kJ/mol
**SMILES**: C=[NH+]C(=C)CC[NH3+]
**Gap between HOMO and LUMO**: 10.31 eV
**E**: -8341.6794 eV
**LUMO level**: -8.2975 eV
**Strongest force on any atom**: 1.375 eV/A

```
19
C5H12N2 (wB97M-V/def2-TZVPD)
C 1.14088 -0.41506 1.29742
C 0.69221 0.00368 -0.10749
C -0.79392 -0.22322 -0.24387
C -1.48652 -1.30420 0.05634
C -1.40095 1.23717 -2.08970
N -1.59861 0.84060 -0.90354
N 2.59930 -0.19527 1.53224
H 0.94016 -1.46298 1.43221
H 0.49938 0.04162 2.05275
H 0.99147 1.02926 -0.31463
H 1.19241 -0.60951 -0.86351
H -1.06608 -2.24561 0.38759
H -2.56706 -1.41541 -0.01582
H -0.57864 0.91302 -2.68972
H -2.04635 1.99406 -2.51862
H -2.35921 1.20439 -0.33788
H 3.01758 -0.96342 2.06491
H 2.71625 0.58270 2.18909
H 3.18148 -0.03750 0.70559
```

Results of the Löwdin charge analysis, in e, for atoms 1 through 4: -0.1316, -0.1211, -0.2613, 0.1570

***

C4H7N3 | wB97M-V/def2-TZVPD

Results
**HOMO level**: -9.0 eV
**Energy relative to the best compared isomer or geometry (same formula, charge and spin)**: 306.3 kJ/mol
**Gap between HOMO and LUMO**: 9.49 eV
**E**: -8728.5050 eV
**LUMO level**: 0.4706 eV
**Strongest force on any atom**: 1.491 eV/A

```
14
C4H7N3 (wB97M-V/def2-TZVPD)
C -1.31464 0.48697 0.06140
C 2.01950 0.39173 -0.33140
N -0.41568 -0.67326 -0.02457
C 1.14338 -0.47748 0.49867
N 1.18617 -1.20029 1.48861
C -2.70604 0.13299 -0.20499
N -3.79284 -0.15749 -0.44341
H -0.49025 -1.13015 -0.93516
H -0.10994 -1.38241 1.07256
H -1.01905 1.27515 -0.64026
H -1.23519 0.89321 1.07367
H 2.12598 -0.00541 -1.34332
H 1.60813 1.40107 -0.41001
H 3.00048 0.44536 0.13820
```

Results of the Löwdin charge analysis, in e, for atoms 1 through 4: -0.2106, -0.0530, -0.0478, -0.4755

***

C4H8O | wB97M-V/def2-TZVPD

Results
**HOMO level**: -9.6 eV
**Energy relative to the best compared isomer or geometry (same formula, charge and spin)**: 184.2 kJ/mol
**SMILES**: C[C@@H]1O[C@@H]1C
**Gap between HOMO and LUMO**: 10.69 eV
**E**: -6323.2586 eV
**LUMO level**: 1.0641 eV
**Strongest force on any atom**: 1.089 eV/A

```
13
C4H8O (wB97M-V/def2-TZVPD)
C -1.29130 1.04672 0.91145
C 0.56365 -0.15870 -0.63992
C 0.74945 -1.64325 -0.56377
C -0.01528 0.92095 0.15314
O 1.20730 0.39472 0.58696
H -1.65911 0.12276 1.35815
H -1.18030 1.82263 1.67353
H -2.01906 1.40639 0.17208
H 0.78812 0.21069 -1.65212
H 1.83254 -1.73205 -0.74142
H 0.24724 -2.23259 -1.33602
H 0.55565 -2.01240 0.44236
H 0.22110 1.85413 -0.36441
```

Results of the Löwdin charge analysis, in e, for atoms 1 through 4: -0.0350, -0.2660, -0.0517, -0.3820

***

C4H5LiO2Sm | wB97M-V/def2-TZVPD

Results
**HOMO level (spin up / spin down)**: -8.8 / -12.1 eV
**Charge**: +1
**Energy relative to the best compared isomer or geometry (same formula, charge and spin)**: 0.0 kJ/mol
**Gap between HOMO and LUMO (spin up / spin down)**: 5.06 / 8.42 eV
**E**: -26423.3986 eV
**Multiplicity**: 8
**LUMO level (spin up / spin down)**: -3.7452 / -3.6677 eV
**Strongest force on any atom**: 5.160 eV/A

```
13
C4H5LiO2Sm (wB97M-V/def2-TZVPD)
H 1.52999 0.73342 -0.61190
C 0.78585 0.69076 0.31247
C 0.30691 -0.70623 0.71328
C -0.44340 -1.16571 -0.54089
C -1.00647 0.13076 -1.08857
O -0.43690 1.16521 -0.37755
O 1.18980 1.54771 1.22121
Li 0.54140 2.29584 2.70879
Sm -2.24477 0.81213 -3.31667
H -0.37865 -0.60674 1.56917
H 1.15749 -1.33157 1.01472
H -1.27051 -1.87653 -0.39814
H 0.26928 -1.68903 -1.20591
```

Results of the Löwdin charge analysis, in e, for atoms 1 through 4: 0.1851, -0.5747, -0.1217, -0.1928

***

C22H21N5O4 | wB97M-V/def2-TZVPD

Results
**HOMO level**: -8.1 eV
**Energy relative to the best compared isomer or geometry (same formula, charge and spin)**: 0.0 kJ/mol
**SMILES**: CC(=O)Nc1ccc(NC(=O)Cn2nc(C(=O)Nc3ccc(C)cc3)ccc2=O)cc1
**Gap between HOMO and LUMO**: 7.42 eV
**E**: -38796.8997 eV
**LUMO level**: -0.7041 eV
**Strongest force on any atom**: 0.977 eV/A

```
52
C22H21N5O4 (wB97M-V/def2-TZVPD)
C -1.35967 2.27917 -6.14766
C -1.04433 1.65357 -4.80362
O -0.53251 0.56504 -4.68217
N -1.40248 2.46367 -3.76341
C -1.26570 2.24306 -2.38988
C -0.84179 1.02753 -1.85935
C -0.72115 0.88018 -0.49326
C -1.00706 1.93503 0.37047
C -1.44861 3.14462 -0.15567
C -1.57757 3.28864 -1.52213
H -1.92078 4.23207 -1.92292
H -1.68362 3.96193 0.50507
N -0.79936 1.72578 1.73964
C -0.98722 2.57252 2.77481
O -1.42925 3.69507 2.71250
C -0.48500 2.01041 4.12491
N -0.69160 0.59905 4.35575
N -0.10270 -0.22700 3.51199
C -0.23968 -1.51746 3.63661
C -1.00503 -2.08062 4.69484
C -1.59857 -1.24391 5.57479
C -1.47680 0.19580 5.44995
O -1.97412 1.02099 6.18555
H -2.19010 -1.59833 6.40447
H -1.08539 -3.15478 4.75428
C 0.35580 -2.40096 2.58233
O 0.12410 -3.59213 2.56113
N 1.10632 -1.71188 1.68692
C 1.62856 -2.13284 0.45706
C 2.23076 -1.16998 -0.35174
C 2.70690 -1.51112 -1.59985
C 2.60284 -2.81574 -2.07264
C 2.01813 -3.76900 -1.25039
C 1.53226 -3.44240 0.00284
H 1.07196 -4.19185 0.62432
H 1.93193 -4.78918 -1.59464
C 3.10404 -3.16110 -3.44023
H 4.16025 -2.91180 -3.53393
H 2.97563 -4.22013 -3.64751
H 2.55981 -2.59014 -4.19160
H 3.15800 -0.75318 -2.22293
H 2.31396 -0.14948 -0.00290
H 1.25153 -0.73294 1.90143
H -1.00078 2.54602 4.92646
H 0.58620 2.23549 4.17591
H -0.44747 0.80183 1.97910
H -0.40082 -0.07182 -0.09557
H -0.60282 0.20822 -2.51549
H -1.79032 3.36588 -4.00334
H -1.06499 1.59402 -6.93687
H -0.81572 3.21425 -6.26527
H -2.42600 2.47992 -6.22817
```

Results of the Löwdin charge analysis, in e, for atoms 1 through 4: -0.0024, -0.5161, 0.0653, 0.1113

***

C2H6N3O2 | wB97M-V/def2-TZVPD

Results
**HOMO level**: -3.5 eV
**Charge**: -1
**Energy relative to the best compared isomer or geometry (same formula, charge and spin)**: 689.7 kJ/mol
**Gap between HOMO and LUMO**: 7.76 eV
**E**: -10732.1017 eV
**LUMO level**: 4.2879 eV
**Strongest force on any atom**: 4.804 eV/A

```
13
C2H6N3O2 (wB97M-V/def2-TZVPD)
C 1.35921 -0.80355 0.35511
C 0.74890 0.03092 -0.79795
N -1.87799 -0.31389 0.00529
N -1.79802 0.96324 0.20075
N 0.68967 1.46548 -0.67880
O 0.89731 1.97614 0.43327
O -2.78003 -1.06681 0.48419
H 2.48519 -0.54638 0.21551
H 0.98169 -0.39198 1.22109
H 1.17357 -1.82595 0.13510
H 1.12479 -0.45972 -1.74323
H -0.41734 -0.24891 -0.67652
H -2.58695 1.22141 0.84620
```

Results of the Löwdin charge analysis, in e, for atoms 1 through 4: -0.1170, -0.3383, -0.3940, -0.0199

***

C21H30F2IN2O14 | wB97M-V/def2-TZVPD

Results
**HOMO level**: -4.4 eV
**Charge**: -1
**Gap between HOMO and LUMO**: 6.53 eV
**E**: -67441.0077 eV
**LUMO level**: 2.1098 eV
**Strongest force on any atom**: 9.249 eV/A

```
70
C21H30F2IN2O14 (wB97M-V/def2-TZVPD)
C -5.22318 0.22420 -3.05093
C -3.69284 -0.32497 -3.43380
C -2.55838 0.88689 -3.39151
I -1.03605 0.61752 -4.97425
N -1.92246 1.04888 -2.00073
N -2.92110 1.65088 -1.25178
C -3.11858 1.00307 0.10069
O -2.75236 -0.25678 0.40462
F -3.81344 1.75186 1.21305
C -2.77757 3.15457 -1.17275
O -3.81980 3.89066 -1.64726
F -1.61873 3.90829 -0.64122
H -5.49261 1.14328 -3.75405
H -6.03334 -0.64165 -3.10771
H -5.27781 0.63020 -1.93202
H -3.39782 -1.23531 -2.72092
H -3.76387 -0.66750 -4.57497
H -3.15996 1.88206 -3.65726
C -1.20203 2.24315 2.29664
C -0.30610 2.30112 3.51829
C -0.87111 1.58688 4.70800
O -0.29465 2.28970 5.79412
C -0.03750 3.55449 5.34466
O 0.27871 4.48994 6.06021
O -0.18430 3.63359 3.98788
H -0.72020 2.74543 1.45134
H -1.41856 1.20965 2.00976
H -2.14663 2.76889 2.47361
H 0.69710 1.93464 3.26898
H -0.57991 0.53193 4.73488
H -1.96114 1.65731 4.78621
C 3.43226 1.82401 6.36062
C 4.52649 1.53245 5.35258
C 4.48508 2.42596 4.15062
O 5.06209 1.61599 3.14219
C 4.82553 0.31942 3.50384
O 5.00769 -0.64345 2.77805
O 4.35507 0.24426 4.78512
H 3.53780 1.16922 7.23186
H 3.46970 2.86355 6.70013
H 2.44170 1.62281 5.93839
H 5.50799 1.56175 5.84111
H 5.07183 3.33919 4.29267
H 3.47091 2.69914 3.84068
C 0.29078 -3.13553 -9.72844
C 1.18671 -3.07756 -8.50679
C 0.62170 -3.79180 -7.31708
O 1.19817 -3.08898 -6.23096
C 1.45532 -1.82418 -6.68042
O 1.77153 -0.88873 -5.96487
O 1.30851 -1.74509 -8.03720
H 0.77261 -2.63325 -10.57374
H 0.07426 -4.16903 -10.01532
H -0.65381 -2.60979 -9.55147
H 2.18991 -3.44404 -8.75610
H 0.91290 -4.84675 -7.29020
H -0.46832 -3.72137 -7.23887
C -0.12372 -2.53822 0.81181
C 0.77221 -2.48025 2.03346
C 0.20721 -3.19449 3.22317
O 0.78367 -2.49167 4.30929
C 1.04082 -1.22687 3.85983
O 1.35703 -0.29142 4.57538
O 0.89401 -1.14778 2.50306
H 0.35812 -2.03594 -0.03348
H -0.34024 -3.57172 0.52493
H -1.06831 -2.01248 0.98878
H 1.77541 -2.84673 1.78416
H 0.49841 -4.24944 3.25005
H -0.88282 -3.12406 3.30138
```

Results of the Löwdin charge analysis, in e, for atoms 1 through 4: -0.1590, -0.2949, -0.7782, 0.7192

***

C4H8BrI | wB97M-V/def2-TZVPD

Results
**HOMO level (spin up / spin down)**: -8.0 / -8.0 eV
**Energy relative to the best compared isomer or geometry (same formula, charge and spin)**: 374.7 kJ/mol
**Gap between HOMO and LUMO (spin up / spin down)**: 3.68 / 3.68 eV
**E**: -82416.6341 eV
**LUMO level (spin up / spin down)**: -4.3625 / -4.3627 eV
**Strongest force on any atom**: 4.432 eV/A

```
14
C4H8BrI (wB97M-V/def2-TZVPD)
C -0.39010 -1.20835 1.14880
C 0.31513 -0.02754 -1.41012
C -0.44031 0.29712 0.87701
C 0.02077 0.87775 -0.27636
Br 3.68024 1.36827 -0.00607
I -2.89088 1.17308 -0.17850
H 0.66786 -1.47969 1.16329
H -0.98569 -1.66217 0.29252
H -0.99403 -1.33641 2.08675
H 0.78245 0.48996 -2.24939
H 1.20335 -0.65860 -1.00619
H -0.55936 -0.63270 -1.63914
H -0.26948 0.87907 1.87975
H -0.13994 1.92021 -0.68235
```

Results of the Löwdin charge analysis, in e, for atoms 1 through 4: -0.0873, -0.1326, -0.3330, -0.3105